## w
Molecular formula: C32H41BrIN9O5PSSr
Method: DFT, wB97M-V/def2-TZVPD

LUMO level (eV): 2.3
HOMO-LUMO gap (eV): 7.292

The geometry in ORCA input format:
```
! RIJCOSX wB97M-V def2-TZVPD def2/J DEFGRID3
* xyz -1 1
Sr 0.98028 -1.06605 -1.72060
O 3.11954 -3.85610 1.27450
C 3.89564 -3.08262 2.04226
C 4.95940 -3.65606 2.74212
C 5.78675 -2.87268 3.52882
C 5.58019 -1.50245 3.62958
C 4.51991 -0.93469 2.93543
C 3.66477 -1.69958 2.15641
C 2.47116 -1.06542 1.45547
O 2.01577 -1.77690 0.39574
N 1.41480 -0.93202 2.51105
N 0.31277 -0.29907 2.18488
C -0.52260 0.05757 3.09032
C -1.77595 0.71404 2.74968
Br -2.27009 0.62092 0.92063
C -2.62673 1.28982 3.60912
C -2.37393 1.49836 5.04801
C -3.39320 1.27329 5.97544
C -3.18382 1.47599 7.33020
C -1.95133 1.92090 7.78832
C -0.93565 2.17129 6.87721
C -1.14653 1.96880 5.52134
H 2.56038 -3.19101 0.73231
H 5.12448 -4.72161 2.64245
H 6.61041 -3.33620 4.05921
H 6.23708 -0.88709 4.23080
H 4.34774 0.13648 2.99179
H 2.74548 -0.02981 1.16794
H 1.70106 -0.95512 3.48586
H -0.34192 -0.15850 4.14598
H -3.58931 1.61764 3.23591
H -4.35514 0.92009 5.62301
H -3.98535 1.28340 8.03257
H -1.78693 2.08047 8.84645
H 0.02403 2.53620 7.22242
H -0.36200 2.19347 4.81085
N -7.13522 -3.46567 -4.61975
C -5.87244 -3.02539 -4.21068
C -5.70178 -2.45044 -2.95023
C -4.44799 -2.05182 -2.52823
C -3.35029 -2.22293 -3.36023
C -3.50453 -2.79946 -4.60875
C -4.76087 -3.19765 -5.03360
S -1.75339 -1.73296 -2.78912
O -0.87581 -1.69558 -3.95097
O -1.92285 -0.45104 -2.12018
N -1.20210 -2.72793 -1.72738
C -0.56713 -3.85888 -2.17828
N 0.77522 -3.85737 -2.00912
C 1.44708 -4.93852 -2.37308
C 0.81571 -6.04161 -2.92093
C -0.55386 -5.93474 -3.08915
N -1.25383 -4.86743 -2.72670
H -7.90600 -2.99594 -4.17300
H -7.25661 -3.51368 -5.61828
H -6.56035 -2.31773 -2.30151
H -4.31269 -1.59861 -1.55615
H -2.63768 -2.92445 -5.24191
H -4.88407 -3.64922 -6.01148
H 2.52044 -4.90020 -2.22161
H 1.35749 -6.92762 -3.21687
H -1.11824 -6.74704 -3.53939
C 0.80552 2.72217 1.20189
N 1.33457 3.40603 0.02974
C 1.70626 4.78460 0.26694
P 1.06971 2.80815 -1.49484
O 0.73915 1.36661 -1.37324
N 2.39850 3.30891 -2.32053
C 3.73736 3.21200 -1.74313
C 2.42077 3.33328 -3.78092
N -0.17443 3.55591 -2.30548
C -0.17039 4.98315 -2.55269
C -1.50212 2.95697 -2.29910
H 1.55358 2.74102 2.00268
H 0.58046 1.68503 0.96650
H -0.10787 3.20504 1.57240
H 2.47449 4.83422 1.04561
H 0.85020 5.38430 0.60115
H 2.11219 5.23092 -0.63710
H 3.68232 2.91831 -0.69867
H 4.24739 4.17847 -1.81225
H 4.31493 2.45223 -2.27345
H 1.40961 3.41266 -4.17169
H 2.88542 2.42424 -4.17141
H 2.99808 4.20295 -4.11276
H 0.84889 5.34767 -2.65643
H -0.66455 5.54842 -1.75140
H -0.70499 5.19177 -3.48402
H -1.43362 1.88466 -2.14676
H -1.98378 3.14170 -3.26439
H -2.13452 3.38656 -1.51202
I 3.89750 -0.44980 -3.32146
*
```

## x
Molecular formula: C32H41BrIN9O5PSSr
Method: DFT, wB97M-V/def2-TZVPD

LUMO level (eV): 2.2
HOMO-LUMO gap (eV): 7.193

The geometry in ORCA input format:
```
! RIJCOSX wB97M-V def2-TZVPD def2/J DEFGRID3
* xyz -1 1
Sr 0.45293 -0.48573 0.13656
O 4.46785 1.31269 1.69279
C 5.04837 1.84714 0.60498
C 6.27894 2.49573 0.74661
C 6.90594 3.06601 -0.34675
C 6.32177 2.99832 -1.60533
C 5.10029 2.35543 -1.74603
C 4.44398 1.78425 -0.66245
C 3.10646 1.08226 -0.86036
O 2.52987 0.66825 0.31801
N 2.24287 2.04229 -1.59312
N 0.99573 1.57018 -1.82712
C 0.06072 2.42288 -2.01425
C -1.31618 2.04071 -2.30069
Br -1.70228 0.18062 -2.24496
C -2.32575 2.89570 -2.48622
C -2.21466 4.36798 -2.53861
C -3.08294 5.14592 -1.77223
C -3.00632 6.52928 -1.79972
C -2.06871 7.16059 -2.60540
C -1.21396 6.39821 -3.38840
C -1.28905 5.01340 -3.35931
H 3.57142 0.93441 1.32608
H 6.72609 2.52937 1.73303
H 7.85981 3.56358 -0.21698
H 6.81230 3.43586 -2.46511
H 4.63252 2.28867 -2.72152
H 3.23510 0.24044 -1.55884
H 2.24525 2.96279 -1.15360
H 0.25895 3.49418 -1.94849
H -3.32698 2.48823 -2.56300
H -3.81025 4.65446 -1.13710
H -3.67896 7.11612 -1.18721
H -2.00973 8.24119 -2.62704
H -0.48912 6.88220 -4.03065
H -0.63682 4.42086 -3.98887
N 3.02838 3.97223 2.28047
C 1.90554 3.15234 2.37054
C 0.80547 3.32070 1.53599
C -0.27462 2.45657 1.61179
C -0.29475 1.43115 2.54792
C 0.77646 1.30259 3.43244
C 1.86204 2.14641 3.33953
S -1.64471 0.26975 2.49941
O -2.46190 0.47156 3.66704
O -2.23922 0.51919 1.19103
N -0.96257 -1.15172 2.35595
C 0.03613 -1.64996 3.14105
N 1.15839 -1.94960 2.44142
C 2.18814 -2.45190 3.10484
C 2.13712 -2.68763 4.46859
C 0.93935 -2.37004 5.09336
N -0.10840 -1.86255 4.46066
H 3.09996 4.46149 1.40021
H 3.87964 3.45238 2.45439
H 0.81119 4.11538 0.79605
H -1.11557 2.56664 0.93783
H 0.76121 0.54736 4.20760
H 2.70690 2.01900 4.00473
H 3.07494 -2.66223 2.51632
H 2.97832 -3.09402 5.00987
H 0.81426 -2.53183 6.16027
C -1.43728 -3.86489 -3.33806
N -2.11743 -4.49168 -2.21588
C -2.38409 -5.90073 -2.40097
P -2.41639 -3.68893 -0.79976
O -1.94653 -2.28766 -0.89100
N -1.81971 -4.69428 0.37592
C -0.45763 -5.20164 0.22805
C -2.15439 -4.43596 1.77397
N -4.04350 -3.68157 -0.42891
C -4.79855 -4.88463 -0.15615
C -4.85475 -2.55929 -0.86332
H -0.48095 -4.35688 -3.53148
H -1.22343 -2.82557 -3.11079
H -2.06195 -3.92504 -4.23751
H -1.45316 -6.44832 -2.59196
H -3.04885 -6.06202 -3.25723
H -2.84863 -6.32917 -1.51608
H -0.17902 -5.27669 -0.81997
H -0.38893 -6.18803 0.69640
H 0.26634 -4.53186 0.70260
H -3.17172 -4.06432 1.86316
H -1.48809 -3.69175 2.21217
H -2.06473 -5.36924 2.33754
H -4.14271 -5.66904 0.21595
H -5.32289 -5.25834 -1.04681
H -5.55142 -4.68138 0.61241
H -4.22933 -1.67733 -0.97394
H -5.61954 -2.35058 -0.10987
H -5.36185 -2.76709 -1.81557
I 1.81391 -2.77381 -1.75088
*
```

Q: Which of them is the least stable? A: w.

## w
Molecular formula: CH5NS
Method: DFT, wB97M-V/def2-TZVPD

LUMO level (eV): -1.3
HOMO-LUMO gap (eV): 5.494

The geometry in ORCA input format:
```
! RIJCOSX wB97M-V def2-TZVPD def2/J DEFGRID3
* xyz 0 1
S -1.33818 1.80499 -0.73559
H -2.58156 2.06458 -0.32542
C 0.20676 -0.84191 0.55129
N 1.18014 -0.45758 -0.18456
H -0.17435 -1.85603 0.55203
H -0.32239 -0.21103 1.25389
H 1.51481 0.49892 -0.14502
H 1.51476 -1.00194 -0.96663
*
```

## x
Molecular formula: CH5NS
Method: DFT, wB97M-V/def2-TZVPD

SMILES: C=N.S
LUMO level (eV): 1.0
HOMO-LUMO gap (eV): 10.825

The geometry in ORCA input format:
```
! RIJCOSX wB97M-V def2-TZVPD def2/J DEFGRID3
* xyz 0 1
S -5.42309 -0.39711 1.63665
H -6.18193 0.57854 1.12565
C 3.07941 0.11728 -0.36886
N 4.27722 0.07497 -0.76574
H 2.18678 0.25718 -0.97712
H 2.87098 -0.05753 0.68144
H -5.09332 -0.87651 0.43120
H 4.28396 0.30318 -1.76322
*
```

Q: Which of them is the least stable? A: w.

## w
Molecular formula: C14H24O2P2Tc
Method: DFT, wB97M-V/def2-TZVPD

<S²>: 0.767
LUMO level (spin up / spin down) (eV): -7.8 / -8.5
HOMO-LUMO gap (spin up / spin down) (eV): 7.339 / 7.232

The geometry in ORCA input format:
```
! RIJCOSX wB97M-V def2-TZVPD def2/J DEFGRID3
* xyz 2 2
Tc -0.17220 0.56934 -0.51381
C 3.15210 0.57903 -0.76265
P 1.80376 -0.62069 -0.86933
C 1.98240 -1.46615 -2.44840
C 2.05412 -1.80963 0.47639
C 1.70118 -1.12631 1.79097
P 0.05102 -0.35486 1.65959
C -0.07089 0.80403 3.03654
C -1.11850 -1.68455 2.03150
H 4.10931 0.05902 -0.83150
H 3.11362 1.12210 0.18151
H 3.07212 1.29039 -1.58451
H 2.95554 -1.96038 -2.48106
H 1.92206 -0.73695 -3.25672
H 1.20898 -2.21884 -2.59156
H 3.08457 -2.17212 0.46393
H 1.40697 -2.67259 0.29277
H 2.42528 -0.34337 2.02952
H 1.71398 -1.83272 2.62302
H 0.16166 0.30106 3.97619
H -1.08705 1.19622 3.08892
H 0.61615 1.63702 2.89128
H -0.94020 -2.07055 3.03618
H -1.01305 -2.49456 1.30968
H -2.13498 -1.29858 1.96833
C -4.00110 -1.54597 -1.87460
C -4.24706 -0.50387 -0.97966
C -3.20235 0.13953 -0.33703
C -1.90984 -0.28453 -0.63566
C -1.64160 -1.32074 -1.53235
C -2.70797 -1.96107 -2.15623
H -4.83418 -2.03944 -2.35617
H -5.26488 -0.19583 -0.78149
H -3.38786 0.94641 0.36024
H -0.62448 -1.65045 -1.73959
H -2.52994 -2.77891 -2.84055
C 0.74458 4.80124 0.14700
O 0.38452 3.45375 0.64077
C 0.28627 2.49662 -0.18764
O 0.47401 2.43723 -1.40627
H -0.13691 5.42217 0.26747
H 1.05158 4.74457 -0.89246
H 1.54929 5.14392 0.78744
*
```

## x
Molecular formula: C14H24O2P2Tc
Method: DFT, wB97M-V/def2-TZVPD

<S²>: 0.763
LUMO level (spin up / spin down) (eV): -7.6 / -8.2
HOMO-LUMO gap (spin up / spin down) (eV): 7.738 / 7.704

The geometry in ORCA input format:
```
! RIJCOSX wB97M-V def2-TZVPD def2/J DEFGRID3
* xyz 2 2
Tc -0.17994 0.92795 -0.01205
C -1.62004 -1.42762 -2.25439
P -0.98464 -1.19197 -0.57435
C -2.27285 -1.79544 0.53389
C 0.39569 -2.38071 -0.52685
C 1.55506 -1.80302 -1.33793
P 1.73072 -0.00951 -1.01442
C 2.04143 0.81152 -2.59557
C 3.21473 0.22773 -0.01387
H -1.87740 -2.48007 -2.38543
H -0.86726 -1.15760 -2.99506
H -2.51034 -0.82923 -2.42312
H -2.46339 -2.85124 0.33333
H -3.19239 -1.23427 0.36642
H -1.97134 -1.67143 1.57201
H 0.06442 -3.33858 -0.93261
H 0.68313 -2.55334 0.50974
H 1.38573 -1.92747 -2.40961
H 2.49436 -2.30797 -1.10762
H 2.92599 0.36670 -3.05710
H 2.22602 1.87427 -2.43895
H 1.19327 0.69377 -3.26952
H 4.07041 -0.18881 -0.54869
H 3.10500 -0.26818 0.95003
H 3.38586 1.29095 0.15630
C 1.36921 0.97784 4.23598
C 1.08933 1.99952 3.35621
C 0.53137 1.67374 2.11358
C 0.27655 0.33431 1.78553
C 0.58500 -0.70151 2.67769
C 1.11998 -0.36058 3.90302
H 1.78919 1.21139 5.20538
H 1.27438 3.03108 3.62142
H 0.29432 2.51506 1.43825
H 0.40977 -1.74036 2.44172
H 1.35817 -1.13806 4.61721
C -3.93612 2.35829 -1.68941
O -3.04852 1.21170 -1.34933
C -1.89030 1.49045 -0.90189
O -1.36002 2.58555 -0.68725
H -4.87437 1.89671 -1.96831
H -3.48425 2.89567 -2.51727
H -4.03596 2.98279 -0.80712
*
```

Q: Which of them is the least stable? A: w.

## w
Molecular formula: C3H9N2P
Method: DFT, wB97M-V/def2-TZVPD

SMILES: CP(C)/N=C/N
LUMO level (eV): 1.1
HOMO-LUMO gap (eV): 8.941

The geometry in ORCA input format:
```
! RIJCOSX wB97M-V def2-TZVPD def2/J DEFGRID3
* xyz 0 1
C -0.86452 -0.53924 -1.39658
C 0.74320 1.62390 1.28680
C 1.10359 -1.20412 1.15472
N -2.02473 -0.26259 -2.05888
N -0.25394 0.38167 -0.79107
P 1.22451 0.33965 0.08553
H -0.46788 -1.59486 -1.56462
H -2.21923 -0.77874 -2.94066
H 0.95498 2.61565 0.83678
H -0.31837 1.66702 1.32602
H 1.38613 1.65152 2.19072
H 2.08855 -1.63630 1.28660
H 0.66463 -0.94996 2.05505
H 0.51884 -1.95558 0.51043
H -2.53576 0.64198 -1.98084
*
```

## x
Molecular formula: C3H9N2P
Method: DFT, wB97M-V/def2-TZVPD

SMILES: NN1CCPC1
LUMO level (eV): 1.1
HOMO-LUMO gap (eV): 9.574

The geometry in ORCA input format:
```
! RIJCOSX wB97M-V def2-TZVPD def2/J DEFGRID3
* xyz 0 1
C 0.34335 0.93423 -0.12800
C -1.13759 1.23804 -0.02779
C -0.41424 -1.23428 -0.32912
N 0.58332 -0.45643 0.42015
N 1.93609 -0.80551 0.03302
P -1.98293 -0.45306 0.05548
H 0.70374 1.05252 -1.13817
H 0.89708 1.56820 0.50394
H -1.38775 1.80921 0.92057
H -1.64796 1.80464 -0.85659
H -0.11156 -1.25624 -1.33902
H -0.64785 -2.35921 -0.04381
H 2.27958 -1.35934 0.76141
H 2.37043 0.10499 -0.24284
H -1.78371 -0.58776 1.41077
*
```

Q: Which of them is the least stable? A: x.

## w
Molecular formula: CH5FOP2
Method: DFT, wB97M-V/def2-TZVPD

SMILES: CO[P@@H](F)=P
LUMO level (eV): 0.8
HOMO-LUMO gap (eV): 8.745

The geometry in ORCA input format:
```
! RIJCOSX wB97M-V def2-TZVPD def2/J DEFGRID3
* xyz 0 1
C 1.57864 -0.24156 -0.41310
O 0.18126 -0.04585 -0.68781
F -0.97282 1.96314 0.12736
P -2.84751 -0.26576 0.03265
P -0.95990 0.43178 0.28942
H 1.61738 -0.06902 0.69875
H 2.00588 0.52141 -1.09749
H 1.78579 -1.26653 -0.72345
H -2.13685 -1.44809 0.17165
H -0.25187 0.42049 1.60202
*
```

## x
Molecular formula: CH5FOP2
Method: DFT, wB97M-V/def2-TZVPD

SMILES: CP(F)#[PH]O
LUMO level (eV): 0.4
HOMO-LUMO gap (eV): 8.562

The geometry in ORCA input format:
```
! RIJCOSX wB97M-V def2-TZVPD def2/J DEFGRID3
* xyz 0 1
C -0.56210 -0.59921 1.33813
O -0.47413 0.13235 -2.14355
F 1.93408 0.27385 1.44254
P 0.28483 1.26791 -1.25573
P 1.19313 -0.37936 0.21317
H -0.46336 0.07618 2.15881
H -0.37974 -1.63917 1.60274
H -1.47063 -0.38111 0.80402
H -1.33095 -0.23334 -1.94715
H 1.26886 1.48190 -2.21297
*
```

Q: Which of them is the least stable? A: w.

## w
Molecular formula: CH5N3
Method: DFT, wB97M-V/def2-TZVPD

SMILES: [H]/N=C\NN
LUMO level (eV): 0.5
HOMO-LUMO gap (eV): 9.913

The geometry in ORCA input format:
```
! RIJCOSX wB97M-V def2-TZVPD def2/J DEFGRID3
* xyz 0 1
C 1.08255 0.44286 0.02548
H -1.57668 -0.64931 -0.96598
H -1.59312 -0.10948 0.91753
H -0.75972 1.27057 0.48531
H 1.86784 1.28521 -0.20405
H 0.74567 -1.36846 -0.11907
N -1.01191 -0.72828 0.02163
N -0.32304 0.65853 -0.17978
N 1.56839 -0.80163 0.01892
*
```

## x
Molecular formula: CH5N3
Method: DFT, wB97M-V/def2-TZVPD

SMILES: [H]/N=C\NN
LUMO level (eV): 0.9
HOMO-LUMO gap (eV): 10.567

The geometry in ORCA input format:
```
! RIJCOSX wB97M-V def2-TZVPD def2/J DEFGRID3
* xyz 0 1
C 0.09679 -0.08269 -0.97096
H 0.78547 -0.57265 1.62910
H -0.24678 0.83833 1.36053
H -0.62489 -1.54290 0.17761
H 0.05930 -0.61344 -1.90242
H 1.16066 1.31325 0.00879
N -0.21793 -0.29529 1.48258
N -0.69939 -0.53441 0.11825
N 0.67239 0.98307 -0.95053
*
```

Q: Which of them is the least stable? A: w.

## w
Molecular formula: CHFN2O
Method: DFT, wB97M-V/def2-TZVPD

LUMO level (spin up / spin down) (eV): -1.1 / -1.1
HOMO-LUMO gap (spin up / spin down) (eV): 8.595 / 8.591

The geometry in ORCA input format:
```
! RIJCOSX wB97M-V def2-TZVPD def2/J DEFGRID3
* xyz 0 1
C 0.31282 -0.82922 0.39032
N 0.89774 0.23251 0.17596
N -0.20795 1.31399 -0.96587
O -0.85175 2.04923 -0.34910
F -1.03666 -1.05385 -0.08266
H 0.88579 -1.71265 0.83135
*
```

## x
Molecular formula: CHFN2O
Method: DFT, wB97M-V/def2-TZVPD

LUMO level (spin up / spin down) (eV): 0.4 / -1.6
HOMO-LUMO gap (spin up / spin down) (eV): 11.740 / 6.814

The geometry in ORCA input format:
```
! RIJCOSX wB97M-V def2-TZVPD def2/J DEFGRID3
* xyz 0 1
C -0.20338 -1.01809 -0.67513
N -0.71068 -0.74647 0.39572
N 0.74771 1.62706 1.30863
O -0.08853 2.34088 1.59249
F 0.53589 -0.19905 -1.45736
H -0.28101 -2.00433 -1.16436
*
```

Q: Which of them is the least stable? A: x.

## w
Molecular formula: C4H9S
Method: DFT, wB97M-V/def2-TZVPD

LUMO level (eV): 3.7
HOMO-LUMO gap (eV): 5.789

The geometry in ORCA input format:
```
! RIJCOSX wB97M-V def2-TZVPD def2/J DEFGRID3
* xyz -1 1
C 2.54609 1.39469 0.21808
S 1.82283 2.16983 1.69770
H 1.88993 0.66599 -0.28098
H 3.47051 0.85798 0.44518
H 2.77194 2.14146 -0.54711
C -0.86845 -1.79439 0.08024
C -1.92968 -0.81670 -0.37129
C -1.73351 0.49358 -0.40492
H -0.74989 -1.78585 1.16419
H 0.09450 -1.46227 -0.30520
H -1.08794 -2.80257 -0.25981
H -2.91949 -1.21076 -0.59691
H -2.48603 1.18381 -0.77985
H -0.82082 0.96520 -0.05930
*
```

## x
Molecular formula: C4H9S
Method: DFT, wB97M-V/def2-TZVPD

LUMO level (eV): 3.8
HOMO-LUMO gap (eV): 6.421

The geometry in ORCA input format:
```
! RIJCOSX wB97M-V def2-TZVPD def2/J DEFGRID3
* xyz -1 1
S 0.97165 -0.26969 2.26446
H 1.29665 -1.15063 3.22523
C 0.42088 1.04102 -0.49508
C -0.50447 0.05545 -1.18233
C -0.54649 -1.22976 -0.81756
C -1.40340 0.58324 -2.24655
H 1.00007 1.62170 -1.21928
H 1.13139 0.50240 0.17921
H -0.12673 1.69473 0.18352
H -1.16875 -1.97397 -1.31036
H 0.06884 -1.51244 0.02853
H -1.94678 -0.20978 -2.77135
H -0.83774 1.17541 -2.98898
H -2.16345 1.25979 -1.80455
*
```

Q: Which of them is the least stable? A: w.